1.
The following is a DFT calculation (the ωB97M-V functional and the def2-TZVPD basis) of C2H5ClO2 in the gas phase at a distorted geometry.

The calculation puts the molar mass at 96.5 g/mol. The total charge is 0. As for the total energy: -689.78008 a.u.

Last column: Mulliken charge in e.
Atoms and positions in Å:
C (-0.60, 0.00, -0.94)  -1.316
C (0.46, 0.26, 0.04)  0.298
O (0.27, 1.21, 0.92)  -0.443
O (0.29, -1.20, 0.88)  -0.351
Cl (1.53, -1.50, 1.91)  -0.068
H (-1.40, -0.52, -0.38)  0.377
H (-1.03, 0.96, -1.46)  0.300
H (-0.34, -0.64, -1.69)  0.375
H (1.49, 0.13, -0.24)  0.496
H (-0.67, 1.29, 0.96)  0.331


2.
The following is a DFT calculation (the ωB97M-V functional and the def2-TZVPD basis) of C2H5ClO3 as an isolated structure at a distorted geometry.

The calculation puts the molar mass at 112.5 g/mol. The total charge is 0. As for the total energy: -764.99035 a.u.

Last column: Mulliken charge in e.
Atoms and positions in Å:
C (-1.20, -0.70, -0.19)  -1.265
C (0.08, 0.20, 0.01)  0.948
O (0.08, 0.63, 1.31)  -0.395
O (0.09, 1.14, -1.04)  -0.466
O (0.91, -0.84, -0.21)  -0.389
Cl (3.00, -0.19, 0.09)  -0.120
H (-1.53, -0.64, -1.26)  0.309
H (-1.09, -1.79, 0.21)  0.295
H (-1.89, -0.29, 0.44)  0.382
H (1.02, 0.58, 1.42)  0.381
H (0.55, 1.90, -0.78)  0.320


3.
The following is a DFT calculation (the ωB97M-V functional and the def2-TZVPD basis) of a 2-piece molecular cluster, C2H5ClO4 overall at a distorted geometry.

The calculation puts the molar mass at 128.5 g/mol. The total charge is 0. As for the total energy: -840.35393 a.u.

Last column: Mulliken charge in e.
Atoms and positions in Å:
O (2.24, 0.10, 0.03)  -0.603
C (1.04, 0.38, -0.18)  0.680
O (0.42, 1.53, -0.19)  -0.361
C (0.11, -0.88, -0.27)  0.012
O (0.95, -1.98, -0.28)  -0.580
O (-0.70, -0.75, 0.85)  -0.541
H (0.91, 2.21, 0.27)  0.342
H (-0.50, -1.03, -1.10)  0.334
H (1.86, -1.88, 0.03)  0.367
H (-1.49, -1.35, 0.80)  0.366
Cl (-2.90, 2.14, 0.25)  -0.237
H (-1.93, 1.51, -0.21)  0.221


4.
The following is a DFT calculation (the ωB97M-V functional and the def2-TZVPD basis) of C2H5ClS in the gas phase at a distorted geometry.

The calculation puts the molar mass at 96.6 g/mol. The total charge is 0. As for the total energy: -937.51336 a.u.

Last column: Mulliken charge in e.
Atoms and positions in Å:
S (1.43, 1.26, -0.61)  -0.240
C (0.52, -0.36, -0.56)  -0.422
C (-0.83, -0.03, 0.16)  -0.533
Cl (-1.12, 0.28, 2.01)  -0.196
H (1.61, 1.28, 0.84)  0.166
H (1.15, -1.13, 0.03)  0.282
H (0.24, -1.02, -1.62)  0.304
H (-1.55, -1.00, -0.05)  0.261
H (-1.45, 0.73, -0.20)  0.379


5.
The following is a DFT calculation (the ωB97M-V functional and the def2-TZVPD basis) of a 2-piece molecular cluster, C2H5ClS overall at a distorted geometry.

The calculation puts the molar mass at 96.6 g/mol. The total charge is 0. As for the total energy: -937.50764 a.u.

Last column: Mulliken charge in e.
Atoms and positions in Å:
C (-0.78, 0.58, -0.24)  -0.946
C (0.50, 0.40, 0.46)  -0.149
S (1.26, -2.01, -0.07)  -0.273
Cl (1.83, 1.29, -0.11)  -0.099
H (-0.71, 0.28, -1.29)  0.308
H (-1.57, 0.01, 0.25)  0.295
H (-1.05, 1.64, -0.23)  0.359
H (0.52, 0.21, 1.53)  0.417
H (0.01, -2.40, -0.31)  0.088


6.
The following is a DFT calculation (the ωB97M-V functional and the def2-TZVPD basis) of a 2-piece molecular cluster, C2H5F2N2P overall at a distorted geometry.

The calculation puts the molar mass at 126.0 g/mol. The total charge is 0. As for the total energy: -729.84624 a.u.

Last column: Mulliken charge in e.
Atoms and positions in Å:
C (0.31, -0.58, -0.59)  -0.606
N (0.76, -0.25, 0.78)  -0.166
P (2.05, 0.77, 1.14)  0.322
F (2.68, -0.01, 2.38)  -0.250
F (1.14, 1.67, 2.16)  -0.301
H (1.05, -0.47, -1.40)  0.282
H (-0.61, -0.04, -0.90)  0.188
H (0.04, -1.68, -0.45)  0.256
H (0.02, -0.47, 1.50)  0.266
C (-2.48, 1.89, 0.40)  0.123
N (-1.91, 2.10, -0.57)  -0.385
H (-3.02, 1.69, 1.31)  0.273


7.
The following is a DFT calculation (the ωB97M-V functional and the def2-TZVPD basis) of a 2-piece molecular cluster, C2H5F3Si overall at a distorted geometry.

The calculation puts the molar mass at 114.1 g/mol. The total charge is 0. As for the total energy: -668.34126 a.u.

Last column: Mulliken charge in e.
Atoms and positions in Å:
C (-1.03, 1.13, -1.26)  -0.745
C (-1.20, 0.57, 0.16)  -0.809
F (1.81, -3.03, 0.81)  -0.272
F (2.24, -1.29, 2.61)  -0.218
F (2.65, -0.76, 0.09)  -0.258
Si (1.63, -1.44, 1.16)  0.682
H (-1.33, 0.22, -1.85)  0.243
H (-1.80, 1.87, -1.46)  0.318
H (-0.17, 1.75, -1.36)  0.306
H (-1.94, -0.15, 0.11)  0.344
H (-0.85, 1.13, 0.99)  0.408


8.
The following is a DFT calculation (the ωB97M-V functional and the def2-TZVPD basis) of a 2-piece molecular cluster, C2H5FIN overall at a distorted geometry.

The calculation puts the molar mass at 189.0 g/mol. The total charge is 0. As for the total energy: -531.36413 a.u.

Last column: Mulliken charge in e.
Atoms and positions in Å:
C (1.40, 0.57, 0.69)  -0.355
C (0.27, 1.24, 0.73)  -0.507
H (1.45, -0.29, 0.09)  0.219
H (2.18, 0.65, 1.40)  0.256
H (-0.42, 1.20, -0.13)  0.197
H (-0.07, 1.97, 1.45)  0.240
F (-0.98, -1.63, -2.37)  -0.164
N (-1.47, -1.05, -1.22)  -0.295
I (-1.61, -2.29, 0.29)  0.192
H (-0.76, -0.37, -0.93)  0.218


Please write out number 3 again, unchanged.
The following is a DFT calculation (the ωB97M-V functional and the def2-TZVPD basis) of a 2-piece molecular cluster, C2H5ClO4 overall at a distorted geometry.

The calculation puts the molar mass at 128.5 g/mol. The total charge is 0. As for the total energy: -840.35393 a.u.

Last column: Mulliken charge in e.
Atoms and positions in Å:
O (2.24, 0.10, 0.03)  -0.603
C (1.04, 0.38, -0.18)  0.680
O (0.42, 1.53, -0.19)  -0.361
C (0.11, -0.88, -0.27)  0.012
O (0.95, -1.98, -0.28)  -0.580
O (-0.70, -0.75, 0.85)  -0.541
H (0.91, 2.21, 0.27)  0.342
H (-0.50, -1.03, -1.10)  0.334
H (1.86, -1.88, 0.03)  0.367
H (-1.49, -1.35, 0.80)  0.366
Cl (-2.90, 2.14, 0.25)  -0.237
H (-1.93, 1.51, -0.21)  0.221